ORCA calculation (wB97M-V/def2-TZVPD) on C33H39BCeF4IN7OP2S as an isolated structure.

```
90
Properties=species:S:1:pos:R:3:forces:R:3:mulliken_charge:R:1
Ce 1.141 -0.496 0.322 -1.6 -0.6 0.1 1.40
I 0.285 -1.919 -2.254 0.0 0.0 -0.2 -0.49
S -0.440 0.426 2.738 -0.1 -0.5 0.0 -0.38
P -1.599 1.341 -0.678 0.7 -0.1 0.3 0.38
P 1.074 2.391 -0.605 0.1 -0.3 -0.1 0.71
F 2.685 0.532 1.751 0.7 0.0 0.1 -0.36
F 4.891 0.961 1.094 0.1 0.0 0.0 -0.29
F 3.349 0.010 -0.367 0.4 0.0 0.1 -0.45
F 4.145 -1.215 1.398 0.1 -0.1 0.1 -0.28
O 1.534 -2.667 1.066 0.3 -0.1 0.0 -0.44
N -2.584 -0.911 3.758 -0.1 -0.1 -0.1 0.34
N 1.230 -4.721 1.936 0.1 -0.1 0.0 0.30
N 2.762 -4.382 0.211 0.0 -0.2 0.0 0.32
N -3.467 -1.929 3.507 0.2 0.0 -0.1 -0.86
N -1.284 -1.873 0.716 0.0 0.1 0.0 -0.73
N -0.583 2.689 -0.452 -0.2 0.3 0.1 0.35
N -2.002 -1.701 1.893 0.2 0.2 -0.1 0.93
C -3.287 0.337 -4.228 0.0 0.0 0.0 -0.78
C -5.397 1.471 0.833 0.0 0.0 0.0 -0.70
C -3.754 -3.502 1.623 0.0 0.0 0.0 -1.37
C -3.019 1.427 -5.044 0.0 0.0 0.0 -0.61
C 1.852 -3.896 1.060 -0.2 0.2 0.1 0.31
C 1.201 4.012 1.652 0.1 0.0 0.1 -0.36
C -3.047 1.755 0.343 -0.2 0.1 -0.2 0.54
C 1.877 3.541 0.529 -0.1 0.2 0.0 0.34
C -2.848 0.334 -2.914 0.0 -0.1 -0.1 -0.50
C 1.741 4.631 -3.945 0.0 -0.1 -0.1 -0.75
C -1.679 -0.737 2.798 0.3 0.5 0.0 -0.01
C 1.513 4.256 -2.634 0.0 0.0 0.0 -0.49
C -4.005 2.719 2.338 0.0 0.0 0.0 -0.75
C 0.321 -4.197 2.937 0.0 0.0 0.1 -1.07
C 3.427 -3.566 -0.798 0.0 0.0 0.1 -0.78
C 2.874 -6.454 1.513 0.1 -0.1 0.0 -0.73
C 3.192 5.137 2.388 0.0 0.0 0.0 -0.56
C 3.221 3.863 0.349 0.1 0.0 0.0 -0.70
C -2.160 1.428 -2.393 -0.3 0.1 -0.1 0.79
C -2.908 2.491 1.518 0.0 0.0 0.0 0.05
C 1.857 4.814 2.575 0.0 0.0 0.0 -0.66
C 1.805 1.945 -3.233 0.0 -0.2 -0.1 -0.11
C 1.536 2.906 -2.268 0.1 0.4 -0.1 0.34
C 2.040 2.320 -4.551 0.0 0.0 0.1 -0.69
C -4.304 1.252 0.007 -0.1 -0.1 0.0 -0.88
C -2.318 2.514 -4.542 -0.1 -0.1 0.0 -0.66
C 2.005 3.657 -4.906 0.0 0.0 0.0 -0.53
C 1.457 -6.165 1.943 -0.1 0.1 0.0 -0.64
C -1.898 2.516 -3.220 0.1 0.1 0.0 -0.53
C -5.249 2.206 2.001 0.0 0.0 0.0 -0.61
C 3.874 4.657 1.277 0.0 0.0 0.0 -0.68
C -3.095 -2.398 2.358 -0.3 -0.1 0.2 0.85
C 3.113 -5.805 0.171 0.0 0.2 -0.1 -0.66
B 3.904 0.066 1.013 -0.1 0.4 0.0 0.31
H 4.503 -3.708 -0.694 0.0 0.0 -0.1 0.36
H -4.479 -3.970 2.283 0.0 0.0 0.0 0.39
H -0.697 -4.569 2.778 0.0 0.0 0.0 0.28
H 0.638 -4.519 3.930 0.0 0.0 0.0 0.49
H 3.101 -3.863 -1.794 0.0 0.0 0.0 0.33
H -6.368 1.083 0.555 0.0 0.0 0.0 0.45
H -4.447 0.704 -0.917 0.0 0.0 0.0 0.36
H 2.248 1.559 -5.292 0.0 0.0 0.0 0.46
H 3.705 5.760 3.108 0.0 0.0 0.0 0.40
H 2.534 -6.293 -0.619 0.0 0.0 0.0 0.33
H -1.942 2.883 1.794 0.1 0.0 0.0 0.35
H -2.097 3.359 -5.180 0.0 0.0 0.0 0.45
H 1.722 5.677 -4.221 0.0 0.0 0.0 0.44
H -3.816 -0.520 -4.623 0.0 0.0 0.0 0.43
H 0.739 -6.659 1.279 0.0 0.0 0.0 0.29
H -6.103 2.389 2.639 0.0 0.0 0.0 0.41
H 3.769 3.496 -0.511 -0.1 0.0 0.0 0.46
H 1.329 5.023 -1.889 0.0 0.0 0.0 0.43
H 2.189 3.947 -5.932 0.0 0.0 0.0 0.42
H 0.163 3.751 1.813 0.0 0.0 0.0 0.32
H -0.936 3.626 -0.625 -0.1 0.0 0.0 0.53
H 3.045 -7.528 1.446 0.0 0.0 0.0 0.38
H 3.214 -2.515 -0.657 0.0 0.0 0.0 0.05
H -3.884 3.305 3.240 0.0 0.0 0.0 0.46
H -3.036 -4.252 1.292 0.0 0.0 0.0 0.31
H 1.818 0.890 -2.979 0.0 0.0 0.1 0.16
H -0.982 -2.834 0.602 0.0 -0.1 0.0 0.32
H 1.323 5.181 3.441 0.0 0.0 0.0 0.44
H 4.918 4.899 1.133 0.0 0.0 0.0 0.44
H 0.323 -3.112 2.912 0.0 0.0 0.0 0.17
H -3.351 1.419 -6.074 0.0 0.0 0.0 0.40
H -3.022 -0.549 -2.308 0.0 0.0 0.0 0.37
H -1.825 -1.580 -0.091 0.0 -0.1 -0.1 0.15
H -1.338 3.370 -2.858 0.0 0.0 0.0 0.23
H 4.164 -5.866 -0.111 0.0 0.0 0.0 0.38
H -2.659 -0.361 4.598 0.0 0.0 0.0 0.21
H 1.256 -6.522 2.953 0.1 0.0 0.0 0.38
H -4.274 -3.121 0.742 0.0 0.0 0.0 0.28
H 3.574 -6.051 2.248 0.0 0.0 0.0 0.30
```
Positions in Å, forces in eV/Å.

As for the expectation value of S²: 0.751. The value obtained for the orbital gap (alpha / beta) is 8.650 / 8.663 eV. Its multiplicity is 2. The electronic energy comes out at -109329.102 eV. As for the net charge: +1. For the max |F|, the calculation gives 0.0339 hartree/bohr.

=====

ORCA calculation (wB97M-V/def2-TZVPD) on a 2-piece molecular cluster, C46H52N3OSi overall.

```
103
Properties=species:S:1:pos:R:3:forces:R:3:mulliken_charge:R:1
Si -0.771 0.806 3.759 -0.4 0.1 -0.2 -0.33
O 5.130 -1.861 -2.763 -1.4 0.7 0.1 -0.67
N 1.802 -1.101 -1.955 -2.0 1.0 1.0 1.22
N -1.062 1.721 0.967 0.6 -0.2 0.3 0.34
N 3.032 -1.731 -3.735 0.4 0.2 1.0 0.99
C 1.615 0.798 7.167 -0.1 0.1 0.0 -0.73
C -5.316 0.133 4.615 0.3 0.0 -0.1 -0.61
C 2.470 1.971 -3.053 0.1 -0.2 -0.3 0.20
C -0.304 0.053 -1.760 -1.5 0.8 -0.2 -0.42
C -1.748 2.865 0.345 0.0 0.1 -0.3 -0.42
C 0.818 -0.529 -1.209 2.0 -0.7 -0.7 -0.52
C -0.620 -1.958 3.141 0.4 -0.2 -0.3 -0.50
C -5.134 -0.250 -2.048 0.0 0.2 -0.2 -0.64
C -3.474 0.467 3.071 -0.5 -0.1 0.3 0.54
C 0.109 2.675 7.385 0.0 -0.1 -0.2 -0.72
C -2.733 0.517 -3.260 -0.2 -0.5 0.1 -0.35
C -4.840 0.270 3.304 0.2 0.0 0.1 -0.61
C -2.758 0.273 -1.858 -0.7 1.0 -0.5 0.94
C 2.430 2.553 -4.324 0.1 0.0 0.1 -0.81
C 4.709 1.850 -4.718 -0.2 0.0 0.1 -0.71
C -0.012 -3.090 2.587 0.0 0.1 0.0 -0.96
C 0.034 1.290 5.379 0.3 0.2 -0.1 0.34
C 1.913 -1.763 1.956 -0.1 0.2 0.1 -0.61
C 0.907 -3.423 -4.956 0.0 -0.2 -0.3 -1.99
C 0.037 -0.723 3.094 0.1 -0.2 0.0 0.29
C 1.249 -2.995 1.989 -0.1 0.2 0.1 -0.60
C -0.614 2.068 2.328 0.9 0.2 1.1 0.31
C 1.137 1.883 7.910 -0.1 -0.1 -0.4 -0.54
C -0.438 2.380 6.129 0.3 0.0 0.3 -0.10
C 3.595 1.243 -2.648 0.2 0.6 0.1 0.42
C 1.310 -0.628 2.511 0.0 -0.5 -0.2 -0.11
C 1.455 -4.014 -2.600 -0.1 -0.2 -0.1 -1.75
C -1.316 3.372 2.732 -0.2 0.1 -0.1 -0.50
C 3.547 2.488 -5.164 0.0 -0.2 0.2 -0.50
C 3.200 -0.969 -1.536 0.0 -1.0 0.7 0.54
C 4.728 1.235 -3.468 0.0 -0.1 -0.1 -0.42
C -5.044 -0.185 -3.449 0.3 -0.2 0.4 -0.52
C -4.416 0.173 5.685 0.1 0.0 -0.1 -0.73
C -3.047 0.350 5.450 -0.3 0.0 -0.2 -0.57
C -3.834 0.198 -4.048 0.0 0.3 0.1 -0.68
C -1.528 0.183 -1.095 0.6 -1.5 -1.0 -0.04
C -0.631 -2.737 -3.163 -0.3 -0.1 0.1 -1.66
C -2.569 0.513 4.141 -0.2 -0.1 0.0 0.59
C 3.526 -1.807 -5.091 0.2 -0.1 -0.5 -1.18
C 3.940 -1.574 -2.708 0.6 -0.9 -0.8 -0.44
C -4.016 0.005 -1.257 0.6 -0.2 -0.3 -0.32
C 1.637 -1.600 -3.343 0.3 0.4 -0.8 -1.44
C 0.833 -2.952 -3.508 0.5 0.3 0.7 2.06
C 3.624 0.492 -1.334 0.3 0.0 -0.1 -1.53
C 1.070 0.505 5.911 0.0 0.2 0.3 -0.29
C -1.953 3.926 1.439 0.1 0.4 0.0 -0.91
H 4.208 -2.665 -5.176 -0.2 0.3 -0.1 0.30
H -1.453 4.860 1.152 -0.3 -0.2 0.0 0.26
H -0.276 3.520 7.957 0.1 -0.2 -0.2 0.40
H -1.843 0.936 -3.741 -0.3 -0.4 0.1 0.51
H -3.103 0.595 2.050 -0.1 0.0 0.3 -0.16
H -5.905 -0.444 -4.073 0.3 0.1 0.3 0.39
H 2.689 -1.922 -5.780 0.3 0.1 0.1 0.48
H 0.938 -4.971 -2.759 0.1 0.2 0.1 0.46
H -1.605 -2.028 3.612 0.3 0.0 -0.2 0.46
H -6.085 -0.514 -1.579 0.3 0.1 -0.1 0.43
H 1.524 3.068 -4.651 0.3 -0.1 0.1 0.43
H -0.220 0.389 -2.802 -0.2 -0.7 0.4 0.13
H 0.556 -2.645 -5.647 0.1 -0.1 0.0 0.36
H -3.022 4.134 1.572 0.3 0.0 0.0 0.36
H -1.194 -3.659 -3.370 0.1 0.3 0.1 0.59
H 1.831 0.335 2.491 -0.1 -0.3 0.0 0.44
H -0.262 1.428 0.400 -0.4 0.4 0.5 -0.29
H -5.524 0.232 2.455 0.1 0.0 0.3 0.44
H -4.777 0.070 6.710 0.1 0.0 -0.3 0.39
H -2.709 2.536 -0.075 0.1 0.1 0.1 0.23
H 2.980 0.975 -0.590 0.1 -0.1 0.0 0.47
H 4.074 -0.888 -5.347 -0.1 -0.3 0.1 0.22
H 0.256 -4.299 -5.090 0.1 0.3 0.1 0.45
H 3.525 2.944 -6.154 0.0 -0.1 0.3 0.41
H 5.605 1.824 -5.341 -0.3 0.0 0.2 0.41
H 5.633 0.725 -3.122 -0.3 0.2 -0.2 0.37
H -4.075 -0.034 -0.169 0.0 -0.2 -0.2 0.29
H -1.252 2.999 5.741 0.2 -0.2 0.2 0.33
H 1.915 -3.741 -5.235 -0.2 0.1 0.0 0.46
H 0.489 2.205 2.354 -0.3 0.4 -0.4 0.52
H 1.559 2.106 8.893 -0.1 -0.1 -0.3 0.39
H -1.607 -0.075 -0.037 0.0 0.0 -0.4 0.08
H 1.013 -0.503 -0.134 0.0 -0.1 -0.1 0.02
H -6.383 -0.006 4.798 0.3 0.0 0.0 0.37
H 3.358 -1.588 -0.638 0.1 0.3 -0.2 0.29
H 2.906 -1.679 1.511 -0.2 -0.1 0.2 0.72
H 2.513 -4.166 -2.845 -0.2 0.0 0.1 0.36
H -1.161 3.259 -0.506 -0.2 -0.1 0.3 0.29
H -1.066 -1.935 -3.776 0.0 -0.1 0.1 0.35
H 4.648 0.459 -0.936 -0.3 0.1 -0.1 0.68
H 1.152 -0.818 -3.959 0.1 -0.2 0.1 0.84
H 1.442 -0.352 5.346 -0.1 0.2 0.2 0.25
H -2.097 3.186 3.482 0.1 0.1 -0.2 0.08
H 1.360 -3.752 -1.540 0.0 0.0 -0.1 0.24
H -0.770 -2.494 -2.107 -0.1 -0.1 -0.1 0.14
H 1.722 -3.877 1.556 -0.1 0.2 0.2 0.46
H 2.415 0.172 7.567 -0.2 0.2 -0.1 0.41
H -0.595 4.069 3.179 -0.3 -0.1 -0.1 0.36
H 1.624 2.089 -2.368 0.2 -0.1 -0.3 0.50
H -2.350 0.375 6.291 -0.3 0.0 -0.2 0.41
H -0.528 -4.049 2.628 0.2 0.2 0.0 0.42
H -3.750 0.249 -5.138 -0.1 0.2 0.4 0.42
```
Positions in Å, forces in eV/Å.

The value obtained for the energy above the lowest of the compared OMol25 structures with the same formula, charge and spin is 0.573 eV. The value obtained for the orbital gap is 6.081 eV. The electronic energy comes out at -62935.697 eV. As for the net charge: +1. For the max |F|, the calculation gives 0.0476 hartree/bohr.

=====

ORCA calculation (wB97M-V/def2-TZVPD) on a 2-piece molecular cluster, C5H9FSi overall.

```
16
Properties=species:S:1:pos:R:3:forces:R:3:mulliken_charge:R:1
Si 0.159 -0.062 -0.526 0.0 -3.0 2.2 0.60
F 0.533 -0.883 -1.869 -0.1 0.2 0.3 -0.27
C -2.578 -1.091 -0.887 1.4 -1.2 -0.5 -0.53
C 1.099 2.567 0.222 0.4 -1.3 -1.5 -0.50
C 1.297 -1.500 1.433 -1.9 -1.6 -6.7 -1.19
C -1.755 -0.184 -0.348 0.3 1.5 0.7 -0.21
C 1.190 1.427 -0.569 1.2 2.7 0.3 -0.19
H 0.164 2.677 0.795 0.7 0.1 0.0 0.18
H -2.283 0.633 0.266 0.9 -1.1 -1.0 0.20
H 0.827 -2.486 1.141 0.5 1.0 0.2 0.26
H -2.179 -2.062 -1.440 -1.2 2.3 1.0 0.19
H 0.914 -1.248 2.306 -1.2 1.7 4.0 0.39
H 2.322 -1.559 1.202 1.2 0.4 0.2 0.33
H -3.632 -0.873 -0.718 0.0 -0.8 -0.3 0.26
H 1.868 3.414 0.297 -1.2 -1.5 -0.3 0.23
H 2.055 1.230 -1.304 -1.0 0.6 1.4 0.24
```
Positions in Å, forces in eV/Å.

The value obtained for the energy above the lowest of the compared OMol25 structures with the same formula, charge and spin is 2.533 eV. The value obtained for the orbital gap (alpha / beta) is 8.449 / 8.449 eV. The electronic energy comes out at -15923.616 eV. For the max |F|, the calculation gives 0.1398 hartree/bohr.

=====

ORCA calculation (wB97M-V/def2-TZVPD) on one molecule with the formula C15H22N2O4.

```
43
Properties=species:S:1:pos:R:3:forces:R:3:mulliken_charge:R:1
O 2.053 2.407 0.022 0.0 -0.4 0.1 -0.69
O -1.357 2.968 1.451 -1.2 1.6 1.0 -0.57
O -5.004 -2.458 0.940 0.6 -0.1 -0.4 -0.52
O -2.310 3.867 -0.381 0.4 -0.3 0.7 -0.60
N 0.118 1.198 0.189 0.4 1.9 -1.0 -0.30
N 1.026 -0.281 2.234 0.9 0.4 -0.4 -0.64
C -4.215 -1.542 0.281 -0.4 -0.7 0.3 1.11
C -3.013 -2.023 -0.264 -1.2 0.3 0.7 -1.00
C 3.955 -0.325 -0.283 -0.9 0.5 0.7 -0.59
C 4.819 -1.327 -1.007 -0.3 -0.7 0.3 -1.40
C -0.723 2.065 -0.659 0.0 -0.4 -0.2 0.37
C 2.697 -0.847 0.516 0.8 0.9 -1.2 0.37
C -2.529 0.253 -1.011 -0.8 0.4 1.1 0.11
C 1.435 1.444 0.432 0.1 -0.4 0.2 0.11
C -4.638 -0.217 0.182 1.7 0.3 0.3 -0.96
C -1.565 3.083 0.151 0.3 -1.2 -1.0 0.20
C -3.709 0.682 -0.375 -0.7 0.6 -0.9 -0.25
C -1.593 1.231 -1.681 0.8 0.3 1.1 -1.23
C 2.054 0.325 1.323 0.1 -0.6 -0.4 0.09
C 1.800 -1.604 -0.441 -0.2 -0.6 0.4 -1.75
C -2.227 -1.092 -0.907 0.5 -0.5 -0.7 0.01
H -0.851 0.671 -2.261 -0.4 0.2 -0.3 0.38
H 4.311 -1.898 -1.776 -0.2 0.1 -0.2 0.33
H -0.752 2.263 1.668 0.5 -0.5 -0.3 0.36
H -0.019 2.725 -1.188 -0.1 -0.4 -0.2 0.51
H -5.770 -2.007 1.284 -0.4 0.2 0.2 0.28
H -2.152 1.957 -2.267 0.1 -0.1 -0.3 0.48
H 4.592 0.175 0.436 0.2 0.3 0.2 0.36
H 3.595 0.457 -0.964 0.1 -0.1 0.1 0.29
H 1.452 -1.066 2.731 -0.2 0.2 -0.3 0.25
H 2.897 0.805 1.828 -0.2 0.1 0.3 0.42
H -1.370 -1.426 -1.455 0.6 -0.3 0.0 0.36
H 5.698 -0.879 -1.451 0.1 0.3 -0.1 0.41
H 1.347 -1.008 -1.219 0.0 0.4 -0.2 0.24
H -0.134 0.364 0.635 -1.4 -1.5 0.4 0.42
H -3.960 1.752 -0.483 0.0 -0.6 0.3 0.39
H 0.816 0.394 2.952 -0.2 0.2 0.3 0.21
H 5.166 -2.055 -0.283 0.3 -0.3 0.2 0.33
H 2.978 -1.556 1.289 0.5 -0.2 0.1 0.47
H 1.016 -2.097 0.119 -0.4 -0.1 0.0 0.39
H 2.378 -2.400 -0.920 -0.1 0.1 0.0 0.57
H -5.531 0.107 0.726 0.2 0.0 -0.5 0.25
H -2.778 -3.086 -0.112 0.0 0.6 -0.3 0.41
```
Positions in Å, forces in eV/Å.

The SMILES is CC[C@H](C)[C@H](N)C(=O)N[C@@H](Cc1ccc(O)cc1)C(=O)O. The value obtained for the energy above the lowest of the compared OMol25 structures with the same formula, charge and spin is 1.019 eV. The value obtained for the orbital gap is 9.184 eV. The electronic energy comes out at -27083.059 eV. For the max |F|, the calculation gives 0.0432 hartree/bohr.